# 1
Formula: C4H15N3O
Source: the OMol25 dataset
Level of theory: ωB97M-V/def2-TZVPD

Structure (ORCA input):
```
! RIJCOSX wB97M-V def2-TZVPD def2/J DEFGRID3
* xyz 0 1
C 1.32456 -2.25700 -0.75636
N 0.11513 -1.51252 -1.12769
C 0.53413 -0.17867 -1.88808
O 1.01869 -0.41465 -3.05958
H 1.89504 -2.49826 -1.65457
H 1.05244 -3.18082 -0.24060
H 1.96924 -1.66989 -0.10248
H -0.25371 -2.00994 -1.93798
H 1.21993 0.31167 -1.14738
H -0.43055 0.40837 -1.86492
C 0.00213 1.24790 1.56407
N 0.20623 2.70407 1.72322
C -1.30390 1.08032 0.80568
N -1.53980 -0.34246 0.46380
H -0.03561 0.77636 2.54641
H 0.81017 0.77820 0.99775
H 0.90870 2.83015 2.43667
H 0.65294 3.03672 0.87814
H -1.24293 1.66468 -0.10984
H -2.14499 1.45706 1.38746
H -2.46705 -0.46085 0.07007
H -0.78321 -0.86677 -0.28723
H -1.50757 -0.90366 1.30346
*
```

Computed properties:
energy relative to the best compared isomer or geometry (same formula, charge and spin) = 69.30 kcal/mol


# 2
Formula: C18H19BBr2F9IO11PS
Source: the OMol25 dataset
Level of theory: ωB97M-V/def2-TZVPD

Structure (ORCA input):
```
! RIJCOSX wB97M-V def2-TZVPD def2/J DEFGRID3
* xyz -1 1
C -2.44458 1.31394 -4.13923
C -1.81644 -0.04600 -3.92798
Br -1.95834 -0.93104 -5.70129
C -2.43139 -0.97516 -2.85300
Br -4.29034 -0.49100 -2.49214
C -1.60660 -0.97426 -1.51790
C -1.16451 0.45912 -1.20950
C -0.68100 0.70172 0.22075
C -0.36543 2.20326 0.41993
C 1.01503 2.48917 1.01162
C 2.11368 2.67778 -0.00951
F 1.86530 1.88101 -1.10755
F 3.33094 2.31875 0.45509
C 2.21750 4.11008 -0.62404
F 0.98998 4.59262 -0.86648
F 2.87556 4.04006 -1.79527
S 3.17908 5.38966 0.41994
F 4.51477 4.60738 0.11670
F 3.39603 6.29169 -0.87275
F 1.86345 6.21263 0.75197
F 2.96590 4.55054 1.73984
F 4.01280 6.43873 1.25651
O -2.50587 -1.34790 -0.45718
C -1.88938 -2.10323 0.45461
O -2.36105 -2.46323 1.48367
O -0.65270 -2.43014 0.02527
C -0.52137 -2.10326 -1.34514
I 1.48397 -1.47113 -1.72722
P -0.62087 -3.80364 -2.15019
C -0.10361 -3.66816 -3.90339
C -2.41467 -4.23890 -2.16709
H -3.40127 1.20086 -4.63510
H -1.80759 1.92590 -4.77063
H -2.60527 1.83065 -3.19799
H -0.74986 0.04935 -3.77105
H -2.51881 -1.96691 -3.26374
H -2.01944 1.11139 -1.38371
H -0.36154 0.75799 -1.87795
H -1.45096 0.40810 0.92001
H 0.22437 0.13505 0.41984
H -0.53946 2.74677 -0.50426
H -1.08877 2.58154 1.13812
H 0.96509 3.36113 1.65686
H 1.31831 1.65244 1.63639
H 0.83080 -4.20769 -4.00176
H 0.01283 -2.65945 -4.26492
H -0.84349 -4.15486 -4.53574
H -2.87430 -4.04800 -3.13664
H -2.47984 -5.30229 -1.96943
H -2.98022 -3.69174 -1.41925
B 1.10258 -1.92929 5.19128
O -0.02589 -1.03687 4.82372
C 0.28028 -0.37493 3.73101
O -0.39605 0.43768 3.15993
C 1.68451 -0.81044 3.28267
O 2.26025 -0.39240 2.31408
O 2.12852 -1.70086 4.14309
O 1.62234 -1.61130 6.53117
C 1.53505 -2.68691 7.30447
O 1.87215 -2.76251 8.44907
C 0.92202 -3.82095 6.46029
O 0.69963 -4.93407 6.83497
O 0.68817 -3.33846 5.24615
*
```


Q: Which highest occupied orbital energy values were calculated for the entries above? A: -6.75 -7.04, in eV.
Q: Which gap between HOMO and LUMO values were calculated for the entries above? A: 6.935 8.776, in eV.